a:
ORCA calculation (ωB97M-V/def2-TZVPD) on 3 unconnected molecules or ions with the total composition C3H14NO3.

Results
Charge = +1
Kohn-Sham gap = 0.4412 hartree
HOMO = -14.76 eV

Element x y z (Å)
O -0.97 -1.18 1.78
C 0.10 -1.22 0.85
C -0.49 -0.86 -0.52
N -0.35 0.63 -0.79
C -0.65 1.06 -2.13
H -1.28 -2.03 2.31
H 0.99 -0.57 1.18
H 0.54 -2.24 0.79
H -1.59 -1.03 -0.42
H -0.03 -1.34 -1.33
H 0.53 1.14 -0.55
H -1.16 1.02 -0.28
H 0.03 1.96 -2.53
H -1.68 1.26 -2.40
H -0.35 0.33 -2.90
H -0.77 1.12 2.09
H -0.32 2.64 1.98
O -0.47 1.82 1.46
H 3.22 -0.93 -1.19
H 2.57 -0.58 0.13
O 2.44 -0.52 -0.81

Atomic partial charges in e from the natural (NBO) method, atoms 1 to 5: atom 1 (O): -0.7810, atom 2 (C): -0.0809, atom 3 (C): -0.2283, atom 4 (N): -0.5247, atom 5 (C): -0.4681

=====

b:
ORCA calculation (ωB97M-V/def2-TZVPD) on 3 unconnected molecules or ions with the total composition C3H14NO3.

Results
Charge = +1
Kohn-Sham gap = 0.4337 hartree
HOMO = -14.65 eV

Element x y z (Å)
C 0.26 0.73 0.66
C -0.46 1.67 -0.41
C -0.72 0.84 -1.70
O -1.68 2.02 0.27
N -0.91 -0.17 1.24
H 1.09 0.33 -0.08
H 0.69 1.16 1.63
H -0.04 2.75 -0.41
H -1.83 1.01 -2.02
H -0.44 -0.21 -1.67
H -0.32 1.32 -2.62
H -2.27 2.48 -0.32
H -1.46 0.55 1.89
H -0.61 -0.95 1.71
H -1.46 -0.29 0.44
H 1.02 -2.96 2.37
H 1.67 -1.65 2.53
O 0.85 -1.98 2.32
H 1.70 -2.09 -2.47
H 2.87 -2.52 -1.76
O 2.06 -2.05 -1.58

Atomic partial charges in e from the natural (NBO) method, atoms 1 to 5: atom 1 (C): -0.2550, atom 2 (C): 0.0490, atom 3 (C): -0.7045, atom 4 (O): -0.7720, atom 5 (N): -0.6844

=====

Bottom line: a, by a margin of 9.2 kcal/mol.

=====

a:
ORCA calculation (ωB97M-V/def2-TZVPD) on a single C3H3N5 molecule.

Results
Kohn-Sham gap = 0.2928 hartree
HOMO = -9.55 eV

Element x y z (Å)
N 1.89 -0.19 0.89
C 1.13 -0.10 -0.12
N 0.36 -1.08 -0.62
N -0.81 -1.32 -0.40
C -1.57 -0.51 0.41
C -1.29 0.80 0.50
N -0.39 1.41 -0.23
N 0.82 1.13 -0.70
H 1.96 -1.22 1.30
H -2.60 -1.00 0.43
H -2.04 1.47 0.96

Atomic partial charges in e from the natural (NBO) method, atoms 1 to 5: atom 1 (N): -0.6279, atom 2 (C): 0.4168, atom 3 (N): -0.1559, atom 4 (N): -0.1243, atom 5 (C): -0.0676

=====

b:
ORCA calculation (ωB97M-V/def2-TZVPD) on a single C3H3N5 molecule.

Results
Kohn-Sham gap = 0.3062 hartree
HOMO = -9.44 eV

Element x y z (Å)
H -2.71 0.14 1.25
N -2.17 -0.49 0.64
C -1.17 -0.05 -0.05
C -0.75 1.23 -0.41
C 0.59 1.44 -0.24
N 1.55 0.63 0.58
N 1.60 -0.60 0.53
N 0.89 -1.34 -0.38
N -0.27 -1.11 -0.77
H -1.42 2.15 -0.64
H 0.92 2.36 -0.56

Atomic partial charges in e from the natural (NBO) method, atoms 1 to 5: atom 1 (H): 0.3724, atom 2 (N): -0.6009, atom 3 (C): 0.3184, atom 4 (C): -0.2887, atom 5 (C): -0.0246

=====

c:
ORCA calculation (ωB97M-V/def2-TZVPD) on a single C3H3N5 molecule.

Results
Kohn-Sham gap = 0.3060 hartree
HOMO = -9.55 eV

Element x y z (Å)
H -1.36 0.47 2.45
N -1.13 -0.30 1.79
C -0.41 -0.01 0.88
C 0.28 -1.02 0.09
C 0.58 -0.74 -1.17
N 0.03 0.25 -1.92
N -0.24 1.46 -1.49
N 0.28 1.84 -0.30
N 0.27 1.34 0.82
H 0.45 -1.91 0.63
H 1.23 -1.38 -1.77

Atomic partial charges in e from the natural (NBO) method, atoms 1 to 5: atom 1 (H): 0.3612, atom 2 (N): -0.5680, atom 3 (C): 0.3019, atom 4 (C): -0.2229, atom 5 (C): -0.0383

=====

d:
ORCA calculation (ωB97M-V/def2-TZVPD) on a single C3H3N5 molecule.

Results
Kohn-Sham gap = 0.3026 hartree
HOMO = -10.17 eV

Element x y z (Å)
N -2.03 0.14 0.68
C -1.31 0.17 -0.31
N -0.82 -0.93 -0.99
N 0.25 -1.44 -0.48
C 1.18 -0.65 0.12
C 1.21 0.71 0.19
N 0.46 1.60 -0.46
N -0.80 1.43 -0.73
H -2.20 -0.79 0.89
H 1.85 -1.31 0.54
H 2.20 1.08 0.54

Atomic partial charges in e from the natural (NBO) method, atoms 1 to 5: atom 1 (N): -0.5784, atom 2 (C): 0.4159, atom 3 (N): -0.1354, atom 4 (N): -0.1305, atom 5 (C): -0.0620

=====

Bottom line: d, by a margin of 6.6 kcal/mol.

=====

a:
ORCA calculation (ωB97M-V/def2-TZVPD) on 2 unconnected molecules or ions with the total composition C4H13NSi.

Results
Kohn-Sham gap (alpha / beta) = 0.2464 / 0.2816 hartree
HOMO (alpha / beta) = -6.62 / -6.68 eV

Element x y z (Å)
C -1.12 0.74 -0.94
C 2.63 1.78 2.71
C -1.76 -3.16 -1.87
C 0.24 1.12 -0.43
N 2.07 1.06 1.74
Si 0.50 0.47 1.36
H -1.24 -0.22 -1.26
H -1.87 0.95 -0.21
H -1.31 1.37 -1.87
H 3.64 1.85 2.86
H 2.06 1.99 3.60
H -2.60 -2.49 -1.64
H -1.43 -3.68 -0.89
H -1.99 -4.03 -2.56
H -1.01 -2.49 -2.31
H 0.22 2.24 -0.30
H 1.03 0.72 -1.06
H 2.54 1.09 0.83
H -0.60 0.70 2.23

Atomic partial charges in e from the natural (NBO) method, atoms 1 to 5: atom 1 (C): -0.6021, atom 2 (C): -0.2299, atom 3 (C): -0.8644, atom 4 (C): -0.8320, atom 5 (N): -0.9163

=====

b:
ORCA calculation (ωB97M-V/def2-TZVPD) on 2 unconnected molecules or ions with the total composition C4H13NSi.

Results
Kohn-Sham gap (alpha / beta) = 0.3178 / 0.3178 hartree
HOMO (alpha / beta) = -8.05 / -8.05 eV

Element x y z (Å)
C 1.21 -1.20 -0.79
C 2.33 0.67 0.54
C -0.68 1.25 -0.30
C 1.16 -0.23 0.34
N -2.70 -0.73 0.88
Si -2.23 0.24 -0.48
H 0.25 -1.70 -0.92
H 1.97 -1.96 -0.59
H 1.48 -0.70 -1.72
H 3.19 0.07 0.88
H 2.14 1.42 1.30
H 2.62 1.16 -0.38
H -0.57 1.91 0.55
H -0.19 1.63 -1.18
H 0.70 -0.60 1.25
H -3.20 -0.27 1.62
H -2.01 -1.36 1.28
H -3.40 1.11 -0.68
H -2.08 -0.71 -1.59

Atomic partial charges in e from the natural (NBO) method, atoms 1 to 5: atom 1 (C): -0.6707, atom 2 (C): -0.6709, atom 3 (C): -0.9302, atom 4 (C): -0.0163, atom 5 (N): -1.2778

=====

Bottom line: b, by a margin of 31.9 kcal/mol.

=====

a:
ORCA calculation (ωB97M-V/def2-TZVPD) on a gas-phase ion, C6H11N (charge -1).

Results
Multiplicity = 2
Charge = -1
Kohn-Sham gap (alpha / beta) = 0.1506 / 0.2668 hartree
HOMO (alpha / beta) = 0.05 / -3.14 eV

Element x y z (Å)
C 0.04 1.76 -1.12
C -1.04 0.72 -0.90
C -1.00 -0.01 0.45
C 0.43 -0.44 0.76
C 0.97 -0.01 1.93
C 0.87 -2.52 -0.25
N 1.15 -1.20 -0.17
H -0.03 2.52 -0.33
H 1.07 1.41 -1.07
H -0.20 2.32 -2.03
H -1.99 1.26 -1.01
H -1.10 0.00 -1.72
H -1.37 0.60 1.26
H -1.60 -0.93 0.42
H 1.92 -0.22 2.40
H 0.44 0.83 2.39
H 1.56 -3.09 -0.87
H -0.12 -3.00 -0.14

Atomic partial charges in e from the natural (NBO) method, atoms 1 to 5: atom 1 (C): -0.6081, atom 2 (C): -0.3868, atom 3 (C): -0.4563, atom 4 (C): 0.2154, atom 5 (C): -0.5809

=====

b:
ORCA calculation (ωB97M-V/def2-TZVPD) on a gas-phase ion, C6H11N (charge -1).

Results
Multiplicity = 2
Charge = -1
Kohn-Sham gap (alpha / beta) = 0.1399 / 0.2629 hartree
HOMO (alpha / beta) = 0.14 / -3.27 eV

Element x y z (Å)
C 2.03 0.60 -1.25
C 1.31 1.69 -0.28
C 0.29 1.05 0.72
C -0.79 0.31 -0.07
C -1.09 -1.00 0.08
N -2.22 -1.80 -0.26
C -2.70 -2.50 0.77
H 2.74 1.19 -1.76
H 2.35 -0.28 -0.56
H 1.30 0.25 -1.98
H 2.16 2.09 0.27
H 0.89 2.39 -0.95
H 0.91 0.39 1.40
H 0.07 1.78 1.54
H -1.12 0.97 -0.98
H -0.44 -1.44 0.89
H -2.18 -2.43 1.76
H -3.52 -3.25 0.65

Atomic partial charges in e from the natural (NBO) method, atoms 1 to 5: atom 1 (C): -0.6161, atom 2 (C): -0.3791, atom 3 (C): -0.4194, atom 4 (C): -0.3914, atom 5 (C): -0.0223

=====

c:
ORCA calculation (ωB97M-V/def2-TZVPD) on a gas-phase ion, C6H11N (charge -1).

Results
Multiplicity = 2
Charge = -1
Kohn-Sham gap (alpha / beta) = 0.1053 / 0.2478 hartree
HOMO (alpha / beta) = 0.89 / -3.00 eV

Element x y z (Å)
C 3.49 0.15 0.25
C 2.04 -0.42 0.29
C 0.99 -0.11 -0.51
N -0.18 -0.80 -0.51
C -1.44 0.03 -0.71
C -3.40 0.59 0.68
C -2.66 -0.42 0.07
H 4.26 -0.61 0.27
H 3.55 0.62 -0.73
H 3.65 0.94 0.98
H 1.76 -1.15 1.03
H 1.09 0.71 -1.23
H -0.23 -1.31 0.33
H -1.59 0.17 -1.75
H -1.15 0.97 -0.26
H -3.19 1.63 0.40
H -4.10 0.50 1.50
H -2.89 -1.49 -0.08

Atomic partial charges in e from the natural (NBO) method, atoms 1 to 5: atom 1 (C): -0.6262, atom 2 (C): -0.3603, atom 3 (C): 0.0371, atom 4 (N): -0.6139, atom 5 (C): -0.2422

=====

Bottom line: a, by a margin of 16.7 kcal/mol.

=====

a:
ORCA calculation (ωB97M-V/def2-TZVPD) on 19 unconnected molecules or ions with the total composition H38O19.

Results
Kohn-Sham gap = 0.3565 hartree
HOMO = -10.04 eV

Element x y z (Å)
O 2.55 1.25 -1.18
H 3.22 1.56 -1.85
H 2.86 0.44 -0.80
O 4.41 -0.45 -1.49
H 4.09 -1.36 -1.31
H 4.16 -0.32 -2.34
O -2.56 -2.48 0.77
H -1.97 -1.84 0.44
H -1.88 -3.01 1.36
O 0.25 2.14 0.64
H -0.13 3.03 0.74
H 1.08 2.06 1.21
O 2.17 -2.36 -3.06
H 2.54 -1.58 -3.17
H 1.65 -2.73 -3.78
O -1.23 0.93 3.54
H -0.51 0.48 3.00
H -1.41 1.86 3.05
O -4.46 -0.31 -0.69
H -5.31 -0.28 -0.95
H -3.87 -0.79 -1.15
O -1.13 -0.93 -0.86
H -0.19 -1.15 -1.02
H -1.55 -1.04 -1.70
O -0.78 -0.93 5.29
H -1.60 -0.72 4.82
H -0.57 -1.68 4.78
O 2.88 -1.60 0.58
H 3.32 -1.46 1.49
H 2.25 -2.39 0.51
O -0.13 -4.89 0.82
H -0.92 -4.51 1.21
H -0.08 -4.77 -0.12
O 2.83 3.23 0.96
H 2.42 3.81 0.24
H 3.58 2.55 0.66
O -0.30 3.58 -2.72
H -1.40 3.54 -2.88
H -0.22 4.51 -2.38
O 2.03 0.00 4.82
H 1.97 0.77 4.26
H 1.13 -0.12 5.14
O -1.66 1.85 -1.50
H -0.90 1.81 -2.01
H -1.27 1.63 -0.54
O -3.92 2.20 0.98
H -3.33 1.77 0.45
H -4.47 2.67 0.45
O 1.59 1.15 -3.87
H 0.83 1.70 -3.94
H 1.76 0.84 -2.97
O 0.20 -1.25 -3.71
H 0.83 -0.60 -3.82
H -0.16 -1.35 -4.65
O -2.65 -1.70 3.09
H -3.50 -1.94 2.65
H -2.57 -0.81 2.53

Atomic partial charges in e from the natural (NBO) method, atoms 1 to 5: atom 1 (O): -0.9744, atom 2 (H): 0.4720, atom 3 (H): 0.5070, atom 4 (O): -0.9368, atom 5 (H): 0.5001

=====

b:
ORCA calculation (ωB97M-V/def2-TZVPD) on 19 unconnected molecules or ions with the total composition H38O19.

Results
Kohn-Sham gap = 0.3422 hartree
HOMO = -9.54 eV

Element x y z (Å)
O -2.00 3.83 -2.32
H -2.34 3.11 -2.05
H -2.16 4.56 -1.77
O 2.97 3.65 -2.41
H 2.95 2.75 -1.99
H 2.52 3.28 -3.24
O -0.20 0.17 3.00
H -0.44 0.52 2.09
H 0.72 -0.14 2.88
O 2.78 -1.32 -3.16
H 2.37 -2.08 -2.83
H 2.83 -1.41 -4.17
O -2.92 -1.57 -0.50
H -3.40 -0.89 -1.00
H -2.10 -1.08 0.02
O 4.01 0.98 1.61
H 4.92 0.64 1.77
H 3.65 0.21 1.11
O -4.34 0.97 -0.17
H -4.64 1.02 -1.11
H -5.07 0.87 0.48
O 0.31 1.12 -4.16
H -0.53 1.44 -4.45
H 0.91 1.85 -3.98
O -0.33 -0.90 0.15
H -0.35 -0.93 1.20
H 0.53 -0.89 -0.02
O 1.50 -2.97 -1.07
H 0.60 -3.29 -0.92
H 1.89 -3.84 -0.95
O -1.33 -3.47 -1.24
H -1.85 -2.75 -0.84
H -1.46 -3.46 -2.14
O 3.98 -0.94 -0.77
H 3.37 -0.78 -1.63
H 3.50 -1.88 -0.75
O -0.46 2.80 3.14
H -0.36 1.93 3.06
H -1.30 3.03 3.65
O -0.32 -4.49 1.83
H -0.62 -3.71 1.95
H 0.01 -4.55 1.03
O 0.93 -2.03 2.61
H 0.20 -1.88 3.18
H 1.11 -2.80 3.04
O -1.32 4.50 1.91
H -0.46 4.56 1.47
H -1.88 3.84 1.59
O 1.26 1.57 0.81
H 1.87 0.70 0.71
H 1.93 2.22 1.08
O -1.73 0.65 -1.74
H -1.53 -0.19 -2.06
H -0.99 1.30 -1.59
O -2.28 -1.26 3.61
H -1.91 -0.76 2.75
H -2.99 -1.80 3.27

Atomic partial charges in e from the natural (NBO) method, atoms 1 to 5: atom 1 (O): -0.9338, atom 2 (H): 0.4573, atom 3 (H): 0.4766, atom 4 (O): -0.9100, atom 5 (H): 0.4656

=====

Bottom line: a, by a margin of 19.2 kcal/mol.

=====

a:
ORCA calculation (ωB97M-V/def2-TZVPD) on 2 unconnected molecules or ions with the total composition C11H15N.

Results
Multiplicity = 2
Charge = -1
Kohn-Sham gap (alpha / beta) = 0.1214 / 0.2452 hartree
HOMO (alpha / beta) = 0.60 / -2.87 eV

Element x y z (Å)
C 2.85 0.55 0.67
C 2.06 -0.30 1.70
H 2.19 1.05 -0.04
H 3.34 1.34 1.23
H 3.60 0.00 0.09
H 1.15 -0.75 1.31
H 1.57 0.45 2.34
H 2.81 -0.90 2.21
C -1.93 -2.06 1.12
C -0.19 0.16 -1.29
C -1.15 -0.08 -0.29
C -1.04 -1.46 0.06
C 0.00 -2.00 -0.65
C -0.02 1.44 -1.85
C -0.99 2.44 -1.54
C -2.06 0.95 0.07
C -2.00 2.18 -0.63
N 0.50 -0.99 -1.49
H 1.09 -1.16 -2.28
H 0.67 1.58 -2.68
H 0.37 -3.00 -0.82
H -0.87 3.45 -1.90
H -2.85 0.86 0.82
H -2.91 -2.26 0.74
H -1.90 -1.43 2.01
H -2.77 2.90 -0.36
H -1.52 -2.98 1.44

Atomic partial charges in e from the natural (NBO) method, atoms 1 to 5: atom 1 (C): -0.6153, atom 2 (C): -0.6388, atom 3 (H): 0.2328, atom 4 (H): 0.1789, atom 5 (H): 0.1809

=====

b:
ORCA calculation (ωB97M-V/def2-TZVPD) on 2 unconnected molecules or ions with the total composition C11H15N.

Results
Multiplicity = 2
Charge = -1
Kohn-Sham gap (alpha / beta) = 0.0972 / 0.2391 hartree
HOMO (alpha / beta) = 0.83 / -3.07 eV

Element x y z (Å)
C 0.90 -1.43 3.42
C 0.61 -0.66 1.02
C 1.36 -0.64 2.26
C 1.48 0.03 0.14
C 2.50 0.09 2.17
C -1.05 -1.03 -0.60
C -0.29 -0.27 -1.45
C -0.63 -1.18 0.76
C 0.96 0.27 -1.17
N 2.53 0.60 0.81
H -2.04 -1.30 -0.84
H -0.64 -0.10 -2.42
H -1.19 -1.69 1.47
H 1.43 0.81 -1.94
H 1.64 -1.50 4.19
H 0.63 -2.40 3.08
H 3.41 0.35 2.79
H 3.43 0.57 0.42
H -0.04 -0.98 3.74
C -2.61 1.69 -2.85
C -4.02 1.69 -3.29
H -1.93 0.87 -3.16
H -2.03 2.45 -3.42
H -2.61 1.89 -1.78
H -4.28 1.69 -4.33
H -4.57 0.95 -2.71
H -4.31 2.79 -3.20

Atomic partial charges in e from the natural (NBO) method, atoms 1 to 5: atom 1 (C): -0.6262, atom 2 (C): -0.1069, atom 3 (C): -0.0800, atom 4 (C): 0.1517, atom 5 (C): -0.1824

=====

Bottom line: a, by a margin of 30.1 kcal/mol.

=====

a:
ORCA calculation (ωB97M-V/def2-TZVPD) on a single C8H8 molecule.

Results
Kohn-Sham gap = 0.3112 hartree
HOMO = -7.40 eV

Element x y z (Å)
C -1.00 -0.87 0.93
C -0.79 -0.75 -0.51
C -0.32 -1.37 -1.65
C 0.16 -0.45 -2.59
C 0.08 0.27 -0.87
C 0.97 0.60 0.29
C 0.17 1.33 1.26
C 0.25 -0.15 1.48
H -1.77 -0.27 1.40
H -1.20 -1.92 1.24
H 1.27 -0.51 -3.04
H -0.55 0.16 -3.32
H 2.13 0.70 0.22
H -0.75 1.72 0.86
H 0.58 2.02 1.98
H 0.77 -0.54 2.31

Atomic partial charges in e from the natural (NBO) method, atoms 1 to 5: atom 1 (C): -0.4544, atom 2 (C): -0.0934, atom 3 (C): -0.1030, atom 4 (C): -0.3826, atom 5 (C): 0.0846

=====

b:
ORCA calculation (ωB97M-V/def2-TZVPD) on a single C8H8 molecule.

Results
Kohn-Sham gap = 0.3179 hartree
HOMO = -8.06 eV

Element x y z (Å)
C -0.78 2.05 1.31
C -0.66 0.85 0.71
C -0.11 -0.40 1.35
C 0.50 -1.46 0.82
C 0.45 -1.29 -0.81
C 1.15 -0.66 -1.99
C -0.04 0.01 -1.63
C -0.55 0.89 -0.79
H -1.19 2.93 0.80
H -0.66 2.07 2.44
H -0.07 -0.31 2.54
H 0.88 -2.28 1.31
H -0.10 -2.25 -0.98
H 2.13 -0.20 -2.00
H 1.22 -1.22 -2.91
H -0.86 1.92 -1.16

Atomic partial charges in e from the natural (NBO) method, atoms 1 to 5: atom 1 (C): -0.3665, atom 2 (C): -0.0883, atom 3 (C): -0.2068, atom 4 (C): -0.1453, atom 5 (C): -0.2837

=====

Bottom line: b, by a margin of 36.6 kcal/mol.

=====

a:
ORCA calculation (ωB97M-V/def2-TZVPD) on 2 unconnected molecules or ions with the total composition C2H6NO2.

Results
Charge = +1
Kohn-Sham gap (alpha / beta) = 0.1629 / 0.2585 hartree
HOMO (alpha / beta) = -13.95 / -15.20 eV

Element x y z (Å)
C 3.00 -0.01 0.10
C -2.29 0.45 -0.18
N -0.31 -0.66 0.40
O -0.50 -1.57 -0.34
O -0.98 0.45 0.45
H 2.27 -0.71 -0.07
H 3.25 -0.04 1.07
H 3.40 0.53 -0.62
H -2.08 0.89 -1.16
H -2.90 1.14 0.56
H -2.87 -0.47 -0.20

Atomic partial charges in e from the natural (NBO) method, atoms 1 to 5: atom 1 (C): 0.1765, atom 2 (C): -0.3348, atom 3 (N): 0.3950, atom 4 (O): -0.2259, atom 5 (O): -0.2656

=====

b:
ORCA calculation (ωB97M-V/def2-TZVPD) on 2 unconnected molecules or ions with the total composition C2H6NO2.

Results
Charge = +1
Kohn-Sham gap (alpha / beta) = 0.2366 / 0.2439 hartree
HOMO (alpha / beta) = -14.93 / -15.02 eV

Element x y z (Å)
C -1.89 -1.25 -0.02
C 0.98 1.46 0.00
N 1.77 -0.76 0.03
O 0.68 -1.26 0.06
O 2.02 0.47 0.01
H -2.09 -0.72 0.90
H -1.76 -2.32 0.01
H -1.91 -0.74 -0.97
H 1.39 2.34 0.48
H 0.09 1.10 0.54
H 0.72 1.69 -1.04

Atomic partial charges in e from the natural (NBO) method, atoms 1 to 5: atom 1 (C): 0.1324, atom 2 (C): -0.3203, atom 3 (N): 0.4616, atom 4 (O): -0.3635, atom 5 (O): -0.2223

=====

Bottom line: b, by a margin of 29.2 kcal/mol.